No. 1
Molecular formula: C16H36BrFN3O4
Method: DFT, the ωB97M-V functional and the def2-TZVPD basis

Spin multiplicity: 1
HOMO-LUMO gap (hartree): 0.2561
Charge: -1

```
61
C16H36BrFN3O4, DFT the ωB97M-V functional and the def2-TZVPD basis
C 3.71401 0.78745 0.07155
C 2.37039 0.12328 -0.28424
C 1.32639 1.04859 -0.91705
Br 2.08116 1.85613 -2.53197
C 0.78790 2.05517 0.12145
N -0.24246 1.41842 0.94386
C -1.51770 1.10095 0.30310
C -2.01312 -0.27437 0.73714
C -1.21150 -1.42621 0.17376
F -1.26194 -1.40435 -1.22697
C 0.25345 3.42058 -0.40693
O -0.62425 3.34375 -1.28439
O 0.69157 4.41065 0.21962
H 3.78819 1.03080 1.13186
H 3.85766 1.70840 -0.49131
H 4.54386 0.12153 -0.17616
H 2.53401 -0.74202 -0.93209
H 1.91551 -0.27063 0.63414
H 0.49559 0.46064 -1.30539
H 1.60834 2.30971 0.78792
H 0.13048 0.59951 1.40740
H -1.43435 1.15752 -0.78452
H -2.26555 1.84607 0.58664
H -3.05967 -0.40236 0.44493
H -1.97427 -0.34913 1.83169
H -0.15350 -1.37151 0.44379
H -1.60856 -2.39237 0.49555
C 3.37319 2.59614 5.36966
C 2.41153 3.29134 4.41049
C 0.96181 3.32466 4.90492
O 0.30341 2.06883 4.89379
C 0.47901 1.27397 6.04096
N 2.54993 2.71464 3.07781
H 3.25663 1.51225 5.32628
H 4.40188 2.82107 5.08849
H 3.21535 2.91749 6.40218
H 2.72207 4.33927 4.33156
H 0.38607 3.96581 4.23550
H 0.91327 3.75004 5.91889
H 0.51634 1.88752 6.94940
H 1.38751 0.66634 5.99815
H -0.37942 0.60445 6.10704
H 2.04153 3.28604 2.40307
H 2.06577 1.81949 3.07431
C -3.70138 -2.74316 -5.61880
C -2.61756 -2.66000 -4.54960
C -1.39916 -3.54568 -4.82603
O -1.61754 -4.93520 -4.63298
C -2.15411 -5.62466 -5.73846
N -3.21173 -2.89628 -3.23708
H -4.26772 -3.67261 -5.53730
H -4.40557 -1.92170 -5.49274
H -3.27760 -2.68605 -6.62375
H -2.23654 -1.63356 -4.54011
H -0.61050 -3.27231 -4.12250
H -1.02064 -3.37249 -5.84300
H -1.75178 -5.23583 -6.68070
H -3.24530 -5.56681 -5.77858
H -1.86650 -6.67178 -5.64109
H -2.53140 -2.68134 -2.51558
H -3.42251 -3.88605 -3.14757
```


No. 2
Molecular formula: C9H10ClN2O
Method: DFT, the ωB97M-V functional and the def2-TZVPD basis

Energy above the lowest of the compared OMol25 structures with the same formula, charge and spin (kJ/mol): 40.72
Spin multiplicity: 1
HOMO-LUMO gap (hartree): 0.3318
SMILES string: N#COc1[nH+]cccc1CCCCl
Charge: +1

```
23
C9H10ClN2O, DFT the ωB97M-V functional and the def2-TZVPD basis
N -1.10545 3.39176 2.05043
C -1.26881 2.34122 1.58371
O -1.49313 1.17442 0.99919
C -0.46846 0.28701 1.17118
N 0.34776 0.29614 2.21786
C 1.32701 -0.60948 2.38090
C 1.51680 -1.60461 1.47062
C 0.69221 -1.65038 0.32572
C -0.30546 -0.68224 0.19760
C -1.21879 -0.71920 -1.03341
C -0.90196 0.49983 -1.95521
C 0.52400 0.44297 -2.53253
Cl 1.74703 1.22675 -1.45637
H 0.25912 1.00281 2.94778
H 1.95899 -0.58137 3.26593
H 2.28621 -2.36561 1.59245
H 0.78361 -2.42158 -0.43788
H -2.25550 -0.67696 -0.65954
H -1.11991 -1.66895 -1.57157
H -1.57939 0.39818 -2.81944
H -1.07914 1.45328 -1.44556
H 0.52622 1.03586 -3.45771
H 0.82702 -0.56986 -2.83416
```